Below is a molecular structure, C22H17I2N5O3V, with properties calculated with ωB97M-V/def2-TZVPD.

Geometry as XYZ:
```
50
Properties=species:S:1:pos:R:3:forces:R:3:mulliken_spin:R:1
V 0.07215 0.10969 -0.87016 1.481 -1.249 -0.110 2.760
O -2.04462 3.51895 -0.27330 0.100 0.103 -0.086 0.046
C -1.21819 2.64005 -0.50192 -0.191 -0.188 0.171 0.043
N -1.26002 1.34030 -0.18728 -0.905 0.967 0.709 -0.094
C -2.53342 0.72568 0.11706 0.105 0.189 -0.084 -0.021
C -2.67326 -0.46148 -0.81900 0.010 0.180 -0.046 0.075
C -3.75856 -1.32367 -0.80547 -0.088 0.033 -0.012 -0.009
C -3.80249 -2.37031 -1.70718 0.002 0.020 0.017 0.020
C -2.76103 -2.52625 -2.61162 -0.030 -0.021 -0.024 -0.002
C -1.70453 -1.64376 -2.55045 -0.040 0.068 0.025 0.007
N -1.64735 -0.63573 -1.67015 -1.198 -0.714 -0.366 -0.040
C 0.01690 2.90504 -1.33378 -0.071 -0.134 -0.099 0.053
C 0.52225 4.16936 -1.57453 -0.098 0.061 0.027 -0.025
C 1.61033 4.30601 -2.41796 0.023 -0.075 -0.016 0.039
C 2.12873 3.16914 -3.02765 0.000 0.105 -0.036 -0.006
C 1.56884 1.94220 -2.73853 -0.070 -0.042 0.082 0.065
N 0.54683 1.79094 -1.88184 0.460 1.473 -0.820 -0.015
H -3.34762 1.44125 -0.03440 -0.067 -0.070 0.008 0.001
H -2.58838 0.38088 1.15518 -0.080 -0.039 -0.022 -0.012
H -4.55654 -1.16665 -0.09181 0.009 0.001 0.014 0.000
H -4.63589 -3.06046 -1.70553 -0.013 0.013 -0.010 0.002
H -2.76008 -3.32858 -3.33524 0.016 0.008 -0.009 0.000
H -0.85369 -1.74167 -3.21345 0.017 -0.030 0.023 -0.001
H 0.03794 5.01072 -1.09794 0.009 0.002 0.001 -0.001
H 2.04960 5.27612 -2.60819 -0.031 0.016 -0.007 0.004
H 2.95882 3.23503 -3.71681 0.010 -0.027 0.010 0.000
H 1.95765 1.03274 -3.18220 0.020 -0.004 0.029 0.001
I -2.01856 -2.03898 6.51864 0.053 0.002 -0.071 0.000
C -1.04394 -2.09079 4.66603 -0.072 0.004 0.115 0.001
C -1.12441 -0.99205 3.82415 0.035 0.005 -0.032 0.012
C -0.50742 -1.04527 2.58293 -0.027 -0.003 -0.032 0.020
C 0.20033 -2.17725 2.19699 -0.101 -0.185 -0.038 0.001
C 0.29895 -3.25564 3.06621 0.037 0.031 0.058 -0.001
C -0.33375 -3.22402 4.30003 0.045 -0.006 -0.034 -0.001
C 0.85702 -2.25434 0.84860 -0.115 0.356 -0.074 0.001
O 1.96016 -2.78911 0.73014 0.038 -0.349 0.038 0.006
O 0.22952 -1.69082 -0.12111 0.177 -0.784 0.439 0.006
H -1.66291 -0.10442 4.12697 -0.005 -0.003 0.009 0.000
H -0.56661 -0.19066 1.91774 0.017 -0.038 0.016 -0.001
H 0.87657 -4.12019 2.76677 -0.007 -0.009 0.001 0.000
H -0.26707 -4.07053 4.96916 -0.019 -0.001 0.004 0.000
I 5.62034 2.62912 0.46889 -0.077 -0.043 0.003 0.000
C 4.10554 1.26286 0.17109 0.082 0.100 0.027 -0.004
C 4.23784 -0.07225 -0.14115 -0.107 0.049 -0.059 0.014
N 2.99859 -0.56158 -0.30033 0.198 0.214 0.155 0.017
N 2.06214 0.37901 -0.06399 0.472 0.245 0.212 -0.009
C 2.72634 1.49362 0.21676 0.072 -0.006 -0.009 0.037
H 5.11494 -0.68537 -0.25407 -0.020 -0.042 0.017 0.001
H 2.71192 -1.54755 -0.23450 -0.055 -0.203 -0.069 0.004
H 2.20011 2.41069 0.42819 -0.004 0.017 -0.049 0.001
```
Positions in Å, forces in eV/Å.

Results
- energy relative to the best compared isomer or geometry (same formula, charge and spin) (kcal per mole) = 24.0
- gap between HOMO and LUMO (alpha / beta) (eV) = 6.9 / 8.7
- 2S+1 = 4
- LUMO energy (alpha / beta) (eV) = 0.2 / 0.0
- charge = 0
- ⟨S²⟩ = 3.765

Below is 2 unconnected molecules or ions with the total composition C4H10N2O2S, with properties calculated with ωB97M-V/def2-TZVPD.

Geometry as XYZ:
```
19
Properties=species:S:1:pos:R:3:forces:R:3:mulliken_charge:R:1
C 0.14788 -0.60996 -2.01053 0.400 -0.160 -1.107 -0.543
C 1.17691 -0.96834 -0.94202 -1.010 -0.026 0.568 -0.325
C -0.30997 -1.04969 -0.76916 0.660 0.566 1.449 0.572
C -1.53736 -1.63402 -0.19265 2.033 -1.002 1.535 -1.087
N 0.27556 0.86880 2.27567 1.583 -1.044 -0.159 -0.561
N -0.46362 1.40030 -0.20752 -0.795 0.305 0.744 -0.545
O 1.87368 1.24314 0.46482 1.131 -0.093 0.002 -0.721
O 0.64250 3.16700 1.33673 -0.337 -0.096 -0.454 -0.645
S 0.61594 1.79342 0.89662 -2.122 0.993 0.299 1.000
H -0.00790 0.37944 -2.27920 0.040 1.987 -0.082 0.267
H -0.18482 -1.17392 -2.85627 0.371 -1.145 -0.461 0.293
H 1.83099 -1.83522 -1.06025 -0.579 -0.115 0.294 0.316
H 1.64326 -0.10939 -0.30535 -0.645 -0.970 -1.299 0.281
H -2.35626 -1.50208 -0.83123 -1.183 -0.004 -0.914 0.338
H -1.71966 -1.13336 0.75581 0.007 0.202 0.122 0.299
H -1.36661 -2.70724 0.13279 -0.147 1.057 -0.671 0.337
H 1.24886 0.65791 2.53647 -0.592 -0.378 0.282 0.276
H -0.11390 1.33279 3.07596 -0.423 0.756 -0.099 0.284
H -1.39549 1.88040 -0.02068 1.607 -0.833 -0.049 0.166
```
Positions in Å, forces in eV/Å.

Results
- energy relative to the best compared isomer or geometry (same formula, charge and spin) (kcal per mole) = 99.2
- gap between HOMO and LUMO (eV) = 7.9
- LUMO energy (eV) = -1.1
- charge = 0

Below is a molecular structure, C6H7N, with properties calculated with ωB97M-V/def2-TZVPD.

Geometry as XYZ:
```
14
Properties=species:S:1:pos:R:3:forces:R:3:mulliken_charge:R:1
C 1.43723 -0.63835 -1.33647 -1.210 1.463 0.255 -0.444
C -0.56696 -1.18438 0.18691 -0.003 -1.239 -1.295 -0.621
C 1.39094 0.65322 -0.79823 1.442 -1.635 -2.914 -0.256
C -0.99249 -0.07724 0.64424 3.189 1.092 0.743 0.519
C 0.96122 -1.14514 -0.03681 -1.140 2.411 -0.766 -0.045
C -1.65463 1.13733 1.08243 2.541 0.017 -1.408 -1.012
N 1.10778 0.34771 0.44787 -1.587 -1.084 3.088 -0.643
H 1.41249 -1.03299 -2.32776 0.432 -0.284 -0.424 0.371
H -1.17576 -1.92172 -0.28601 -0.389 -0.924 0.231 0.361
H 1.71674 1.58238 -1.23638 -0.445 0.599 0.194 0.407
H 1.53404 -1.91208 0.37828 0.711 -1.118 1.283 0.428
H -1.84510 1.49501 0.07155 -0.904 1.065 0.267 0.264
H -0.84371 1.78494 1.52775 -1.287 -0.609 -0.115 0.310
H -2.48178 0.91131 1.68263 -1.350 0.246 0.861 0.362
```
Positions in Å, forces in eV/Å.

Results
- energy relative to the best compared isomer or geometry (same formula, charge and spin) (kcal per mole) = 147.7
- gap between HOMO and LUMO (alpha / beta) (eV) = 7.7 / 7.7
- LUMO energy (alpha / beta) (eV) = 0.3 / 0.3
- charge = 0

Below is C2H5N3O2 in the gas phase, with properties calculated with ωB97M-V/def2-TZVPD.

Geometry as XYZ:
```
12
Properties=species:S:1:pos:R:3:forces:R:3:mulliken_charge:R:1
C -1.08491 0.43335 -0.46450 -3.642 -2.808 2.393 0.041
C 1.14247 -0.26769 0.19051 0.372 -4.144 -1.382 -0.075
H -3.86984 1.23648 -0.55618 1.798 2.082 -0.781 0.395
H -0.72188 1.51593 -0.62745 0.042 -2.187 0.072 0.301
H -0.52543 -1.65625 0.62129 0.706 4.256 -2.956 0.373
H 1.41019 0.70212 0.52147 -0.286 1.042 0.526 0.388
H 3.85924 -1.40384 0.76122 -1.853 3.030 -0.148 0.367
N -2.43443 0.25507 -0.38798 6.428 1.719 -0.876 -0.386
N -0.21778 -0.70120 -0.05287 0.341 0.491 1.202 -0.223
N 2.12454 -1.12856 -0.00179 -2.151 2.261 1.851 -0.386
O -2.91389 1.56893 -0.72633 -3.839 -2.241 0.853 -0.389
O 3.23173 -0.55434 0.72260 2.085 -3.502 -0.753 -0.406
```
Positions in Å, forces in eV/Å.

Results
- energy relative to the best compared isomer or geometry (same formula, charge and spin) (kcal per mole) = 168.3
- gap between HOMO and LUMO (eV) = 9.4
- LUMO energy (eV) = 0.7
- SMILES = O/N=C/N/C=N/O
- charge = 0